No. 1
{"formula": "C4H8NO3", "method": "wB97M-V/def2-TZVPD", "elements": ["C", "C", "O", "N", "H", "H", "H", "H", "H", "C", "C", "O", "O", "H", "H", "H"], "positions_angstrom": [[1.35533, -2.30699, -1.01397], [-0.07506, -1.93941, -0.70142], [-1.03323, -2.59161, -1.07240], [-0.20659, -0.87183, 0.12429], [-1.17321, -0.61743, 0.26499], [0.42931, -0.09331, 0.21236], [1.75290, -2.83902, -0.16041], [1.96319, -1.45550, -1.29846], [1.41472, -2.98084, -1.88225], [-1.27980, 2.33935, 0.67765], [0.24630, 2.15519, 0.92792], [0.98824, 2.63552, 0.04016], [0.55277, 1.52132, 1.95746], [-1.71510, 3.00943, 1.42160], [-1.77072, 1.38097, 0.84825], [-1.44906, 2.65417, -0.34578]], "charge": -1, "e_above_lowest_ev": 0.552, "orbital_gap_ha": 0.297, "homo_ev": -4.41}

No. 2
{"formula": "C26H23AsBiBrN8O10S3", "method": "wB97M-V/def2-TZVPD", "elements": ["Bi", "N", "C", "C", "C", "C", "C", "C", "S", "O", "O", "N", "C", "N", "C", "C", "C", "N", "H", "H", "H", "H", "H", "H", "H", "H", "H", "N", "C", "C", "C", "C", "C", "C", "S", "O", "O", "N", "C", "N", "C", "C", "C", "N", "H", "H", "H", "H", "H", "H", "H", "H", "H", "O", "As", "O", "O", "C", "C", "C", "C", "C", "C", "S", "O", "O", "O", "H", "H", "H", "H", "H", "Br"], "positions_angstrom": [[0.94450, 0.36492, 0.87814], [0.17780, -4.24108, -4.72686], [0.97200, -3.18468, -4.25236], [0.76710, -1.88698, -4.71286], [1.51970, -0.84038, -4.21296], [2.48800, -1.08938, -3.26056], [2.74300, -2.37838, -2.84256], [2.00010, -3.42638, -3.34666], [3.34650, 0.25232, -2.44036], [3.93910, 1.10062, -3.45796], [4.30320, -0.34458, -1.53146], [2.27050, 0.98512, -1.50046], [1.25320, 1.67282, -1.95596], [1.08480, 1.97902, -3.26166], [0.10880, 2.80052, -3.56616], [-0.77280, 3.33772, -2.63746], [-0.60300, 2.87982, -1.33616], [0.37480, 2.07452, -1.00746], [-0.74970, -3.92128, -4.97516], [0.11500, -4.99578, -4.05556], [-0.01000, -1.70698, -5.44376], [1.34380, 0.17932, -4.51866], [3.50890, -2.53458, -2.10006], [2.16990, -4.43648, -3.00256], [0.02870, 3.04192, -4.62466], [-1.55140, 4.03252, -2.91186], [-1.26170, 3.16292, -0.52126], [-0.64160, -6.17478, 3.08714], [-0.66670, -5.19868, 2.09294], [0.51470, -4.57398, 1.70284], [0.48560, -3.60888, 0.71974], [-0.70910, -3.26428, 0.11084], [-1.87910, -3.91528, 0.44834], [-1.85490, -4.88988, 1.43004], [-0.67860, -1.81588, -0.94826], [-1.49880, -2.03138, -2.11476], [0.71990, -1.54828, -1.19166], [-1.14710, -0.60478, 0.01554], [-2.40030, -0.35348, 0.34914], [-3.39670, -1.10628, -0.15606], [-4.62630, -0.72258, 0.08964], [-4.93950, 0.38682, 0.86324], [-3.85510, 1.02132, 1.45044], [-2.61390, 0.65712, 1.22124], [0.12010, -6.03908, 3.73764], [-1.52680, -6.27308, 3.56304], [1.44110, -4.82578, 2.19524], [1.37800, -3.09048, 0.41554], [-2.79730, -3.62738, -0.03966], [-2.76320, -5.40368, 1.71574], [-5.39220, -1.35108, -0.35706], [-5.95490, 0.70052, 1.03714], [-3.96070, 1.85102, 2.13824], [2.84430, 2.98632, 0.57874], [2.74720, 2.58982, 2.29744], [4.16070, 3.01282, 2.98844], [2.42770, 0.96542, 2.41834], [1.44210, 3.88372, 2.94504], [1.72970, 5.20562, 2.65264], [0.97560, 6.22702, 3.20264], [-0.05890, 5.91552, 4.07174], [-0.37260, 4.59822, 4.34154], [0.37830, 3.55692, 3.78584], [-1.15190, 1.77962, 2.76004], [-2.07210, 2.90372, 2.77514], [0.04150, 2.28222, 4.00234], [-0.19480, 1.97852, 1.56174], [3.28530, 2.28072, 0.09534], [2.56000, 5.39982, 1.98204], [1.19580, 7.25712, 2.95824], [-0.62770, 6.71142, 4.53804], [-1.20420, 4.33962, 4.97874], [0.02680, -0.94908, 2.81474]], "charge": -2, "e_above_lowest_ev": 3.158, "orbital_gap_ha": 0.269, "homo_ev": -3.25}

No. 3
{"formula": "C12H23CrN2O2P2Se", "method": "wB97M-V/def2-TZVPD", "elements": ["Cr", "P", "C", "C", "N", "C", "C", "C", "C", "C", "P", "H", "H", "H", "H", "H", "H", "H", "H", "O", "H", "H", "O", "H", "C", "H", "H", "H", "C", "H", "H", "H", "C", "H", "H", "H", "C", "H", "H", "H", "Se", "C", "N"], "positions_angstrom": [[-0.32810, -0.28747, 1.28040], [2.02184, -0.72776, 1.05565], [2.08644, -1.32927, -0.58908], [0.90289, -1.54220, -1.29426], [-0.28263, -1.12886, -0.69112], [-1.43907, -1.40392, -1.32363], [-1.51228, -2.19725, -2.45757], [-0.31901, -2.46696, -3.13414], [0.86702, -2.01615, -2.62803], [-2.71309, -0.82488, -0.72891], [-2.40823, 0.61129, 0.33853], [1.80818, -2.17854, -3.15336], [-2.48186, -2.40558, -2.90022], [-0.35614, -3.09843, -3.99288], [-3.42533, -0.43506, -1.45625], [-3.24835, -1.54445, -0.10235], [4.06750, 2.85610, -2.39200], [2.98874, -1.26509, -1.16307], [0.66257, 2.95990, -0.88278], [3.05942, 2.83591, -2.42222], [2.71610, 2.20902, -3.09864], [0.54732, 0.71171, 0.61480], [0.61809, 3.10196, 0.08423], [1.56952, 2.93832, 0.33403], [-2.31764, 1.95964, -0.82761], [-3.28101, 1.97594, -1.35324], [-2.04018, 2.89901, -0.34392], [-1.50843, 1.78718, -1.52686], [-3.90817, 0.96497, 1.31635], [-3.71869, 1.80967, 2.00534], [-4.73853, 1.20135, 0.62429], [-4.17054, 0.08607, 1.92924], [2.18610, -2.26780, 1.99757], [3.27218, -2.44220, 2.03133], [1.71364, -2.17297, 2.99070], [1.69016, -3.00879, 1.34787], [3.19422, 0.51640, 1.72193], [2.81762, 0.87968, 2.70014], [4.18125, 0.03494, 1.86176], [3.30992, 1.41052, 1.07194], [-0.85273, 0.40917, 5.90677], [-0.68702, 0.33138, 4.21570], [-0.54370, 0.25348, 3.03356]], "charge": 1, "e_above_lowest_ev": 3.978, "orbital_gap_ha": [0.256, 0.186], "homo_ev": [-10.15, -10.53], "s_squared": 6.11, "multiplicity": 5}

No. 4
{"formula": "C6H11N6", "method": "wB97M-V/def2-TZVPD", "elements": ["C", "C", "C", "C", "C", "C", "N", "N", "N", "N", "N", "N", "H", "H", "H", "H", "H", "H", "H", "H", "H", "H", "H"], "positions_angstrom": [[3.23130, 0.64370, -0.12618], [1.30805, -0.42618, 0.09787], [1.19701, 1.03218, 0.27160], [0.28709, -1.32911, 0.19358], [-1.39970, 0.44127, -0.03060], [-2.63835, 0.95590, 0.56816], [2.40126, 1.57432, 0.14383], [2.63705, -0.61377, -0.24480], [0.08164, 1.65145, 0.37576], [-0.93770, -0.77665, 0.40007], [0.36968, -2.64241, 0.12389], [-1.30638, 0.61044, -1.38229], [4.28926, 0.77793, -0.57663], [-3.46941, 0.50354, 0.02723], [-3.02026, 2.04281, 0.34036], [-2.66317, 0.73208, 1.59095], [3.13665, -1.45570, 0.05091], [-0.05361, 2.68025, 0.52034], [-1.57797, -1.31410, 0.97810], [1.15447, -3.18635, 0.43350], [-0.42900, -3.20727, -0.10737], [-1.69296, 1.39569, -1.74456], [-0.90494, -0.09004, -1.90371]], "charge": 1, "e_above_lowest_ev": 0.321, "orbital_gap_ha": 0.302, "homo_ev": -11.68}